C35H36F32IN2O11PS2 | ωB97M-V/def2-TZVPD

For the energy, the calculation gives -6923.59628 hartree. Its spin multiplicity is 1.

XYZ file:
```
120
Properties=species:S:1:pos:R:3:forces:R:3
C -3.77160 3.62860 5.56556 -0.069 -0.080 -0.862
C -3.20180 4.72462 4.66906 0.331 0.337 1.536
C -3.28054 6.05665 5.36370 -0.689 -0.664 -0.297
O -2.71288 5.89853 6.67085 -0.125 0.739 -0.223
C -3.14003 6.89944 7.49122 -0.762 0.105 0.347
O -4.28251 7.01477 7.86479 0.988 -0.163 -0.409
C -2.05038 7.88088 7.86042 -0.179 -0.408 0.214
S -1.33054 8.65721 6.40283 -0.009 0.311 0.127
C 0.40170 8.03308 6.16952 0.076 -0.481 0.108
C 1.23391 9.22492 6.21013 1.484 3.002 -0.153
N 1.85004 10.22058 6.21668 -1.255 -2.298 -0.029
C 0.47750 7.36563 4.79897 -0.150 0.341 -0.359
C 0.15281 8.27165 3.60462 -0.205 -0.380 -0.111
C -1.22219 7.98234 3.02040 0.065 -0.296 -0.471
C -1.40792 8.69087 1.70873 -0.448 1.251 0.049
O -1.61129 9.87787 1.64298 0.157 -0.428 -0.088
O -1.36401 7.96063 0.57691 0.176 -0.137 0.041
C 0.92969 7.10662 7.27886 0.064 -0.339 -0.227
C 0.38419 5.77494 7.23875 -0.706 -2.036 -0.010
N 0.06448 4.65819 7.25243 0.251 1.634 -0.116
P 2.83342 7.02533 7.31103 0.527 0.762 0.571
O 3.22710 6.28478 5.90962 -0.431 -0.569 0.126
I 3.14511 5.24632 8.94761 0.011 0.259 -0.229
O -1.77960 4.48635 4.50379 -0.005 -0.573 -0.517
C -1.42324 4.25284 3.22678 0.061 -0.208 -0.870
O -1.32580 5.12834 2.40391 -0.111 -0.574 0.091
C -1.13068 2.79853 2.93417 1.174 1.022 0.152
S -0.25268 2.52088 1.38541 -0.269 -0.699 -0.714
H -4.30340 2.91244 4.95621 -0.067 -0.438 -0.116
H -2.95537 3.14242 6.07159 0.198 -0.158 0.325
H -4.47514 4.01478 6.28216 -0.181 0.258 0.337
H -3.69284 4.76944 3.70936 -0.084 0.139 -0.400
H -2.75308 6.81296 4.80361 0.229 0.201 0.003
H -4.32764 6.32412 5.43811 -0.307 0.200 0.168
H -1.33540 7.38078 8.50193 0.301 -0.136 -0.026
H -2.51212 8.64737 8.45616 -0.116 0.442 0.192
H 1.45515 6.93574 4.64266 0.277 -0.086 0.197
H -0.21796 6.53947 4.82370 -0.220 -0.369 0.047
H 0.28534 9.32737 3.79893 0.009 0.310 0.218
H 0.85849 8.02193 2.82530 0.396 0.045 -0.273
H -2.02718 8.28614 3.66803 -0.190 0.381 0.247
H -1.31007 6.91243 2.85994 -0.017 0.286 0.213
H -1.16842 7.04286 0.79513 -0.062 -0.243 -0.002
H 0.70013 7.56419 8.23032 0.051 0.099 0.511
H 3.58099 6.93396 5.29799 0.335 0.182 -0.153
H -0.53159 2.46418 3.76467 0.043 -0.324 0.268
H -2.03853 2.21757 2.92014 -0.399 -0.182 -0.075
H 0.67596 3.48533 1.36187 -0.184 0.175 0.509
F -2.06062 -0.12820 -0.02049 0.242 -0.191 -0.214
C -3.29543 -0.49613 0.35130 -0.251 0.326 0.152
F -3.38886 -0.29419 1.69169 -0.046 -0.096 -0.004
C -3.58312 -1.96935 0.04850 0.467 -0.481 -0.070
F -2.76918 -2.76063 0.77692 0.123 0.098 0.031
F -4.85156 -2.18563 0.49712 -0.170 0.158 -0.082
C -3.56914 -2.43155 -1.42324 -0.292 -0.191 -0.548
O -2.41593 -3.10396 -1.92059 0.415 0.330 0.605
C -1.33778 -2.44567 -2.46567 -0.957 -0.062 -0.178
F -1.58828 -1.13963 -2.64871 0.117 0.132 0.229
F -1.14507 -2.97049 -3.70475 0.121 0.120 0.045
C -0.05024 -2.68675 -1.67132 0.282 -0.166 0.028
F -0.17735 -2.25806 -0.40454 -0.173 0.168 0.084
F 0.95855 -1.99665 -2.25255 -0.049 0.009 -0.072
H -4.02588 0.15190 -0.14104 -0.021 -0.069 -0.045
H -4.33928 -3.19940 -1.46967 0.021 -0.048 0.088
H -3.90104 -1.64433 -2.09904 0.186 0.228 0.092
H 0.19606 -3.74938 -1.66076 -0.071 -0.030 -0.054
F 0.73990 -6.58184 -3.75963 0.066 -0.257 -0.254
C -0.29047 -5.74155 -3.97138 0.074 0.088 0.222
F -0.96784 -5.64767 -2.79886 -0.101 0.002 -0.081
C -1.24313 -6.25030 -5.05801 -0.041 -0.670 -0.173
F -1.82201 -7.40496 -4.66619 0.106 -0.050 0.107
F -2.23258 -5.31918 -5.13886 0.058 0.220 -0.028
C -0.69670 -6.41224 -6.49165 0.057 0.212 -0.609
O -0.32941 -7.71366 -6.94709 0.033 -0.205 0.760
C 0.93031 -8.24652 -6.76691 -0.365 0.826 -0.357
F 1.79606 -7.33427 -6.29989 -0.009 -0.057 0.277
F 1.37181 -8.60136 -7.99534 0.095 -0.257 -0.095
C 0.90513 -9.51929 -5.91662 -0.028 -0.335 0.034
F 0.40115 -9.27474 -4.69552 -0.029 0.224 0.101
F 2.16867 -9.97437 -5.76905 0.040 0.050 -0.062
H 0.10016 -4.75807 -4.22517 0.013 0.034 -0.123
H -1.54161 -6.15903 -7.12948 -0.069 -0.043 0.050
H 0.07162 -5.67438 -6.71970 0.186 -0.046 0.231
H 0.29856 -10.28669 -6.40174 0.007 0.051 -0.082
F 2.23549 -6.23880 -14.09044 -0.064 0.034 0.346
C 3.01699 -7.21920 -14.57435 0.128 0.031 -0.376
F 2.42526 -7.69065 -15.69683 0.043 -0.097 0.049
C 3.18387 -8.37475 -13.58186 -0.435 -0.105 0.520
F 1.99617 -8.97447 -13.36245 -0.098 0.109 -0.027
F 3.97464 -9.28267 -14.22027 0.218 0.077 -0.095
C 3.87483 -8.09157 -12.23126 0.505 -0.048 0.396
O 3.07191 -7.91441 -11.06777 -0.574 0.178 -0.494
C 2.56840 -6.69155 -10.67926 0.706 -0.353 -0.146
F 3.07541 -5.68161 -11.40779 -0.151 0.008 -0.199
F 2.96770 -6.48862 -9.40629 -0.055 0.065 0.146
C 1.03819 -6.68600 -10.66900 -0.426 -0.074 0.122
F 0.53786 -6.95315 -11.88783 0.163 0.030 -0.219
F 0.59942 -5.45702 -10.29941 0.106 0.044 0.064
H 3.99036 -6.80205 -14.84737 0.020 -0.019 0.061
H 4.42053 -9.00819 -12.01459 -0.066 -0.064 -0.030
H 4.63313 -7.31448 -12.31875 -0.168 0.218 -0.140
H 0.65782 -7.42592 -9.96425 0.127 -0.016 0.047
F 2.76933 -1.58757 7.35129 -0.128 0.334 -0.022
C 2.92545 -2.36472 6.26607 0.065 -0.390 0.060
F 4.10801 -3.01062 6.39841 -0.008 0.026 -0.115
C 2.94868 -1.55275 4.96696 0.139 0.669 -0.019
F 4.02186 -0.73605 4.94817 0.022 0.024 0.147
F 3.13075 -2.46975 3.97561 -0.155 -0.193 -0.011
C 1.68735 -0.75472 4.57608 -0.512 0.079 -0.381
O 1.65399 0.64792 4.82525 0.604 -0.120 0.504
C 1.21842 1.19905 6.01252 -0.280 -0.542 -0.593
F 0.65498 0.28176 6.81617 0.212 -0.070 0.124
F 0.24439 2.07649 5.68534 -0.054 0.158 0.159
C 2.31731 1.99924 6.71789 0.093 0.335 0.145
F 3.37247 1.21737 7.00873 0.031 -0.263 -0.013
F 1.82854 2.49413 7.87486 -0.056 -0.328 -0.070
H 2.12655 -3.11108 6.23974 -0.032 0.042 -0.041
H 1.66184 -0.80999 3.48889 0.090 0.013 -0.019
H 0.77553 -1.24555 4.91412 0.069 -0.041 0.302
H 2.65156 2.82329 6.08407 -0.079 0.020 -0.052
```
Forces are in eV/Å.

Mulliken population analysis, charges in e, atoms 1 to 99: -1.63 0.07 -0.17 -0.12 0.34 -0.60 -0.37 -0.18 1.84 -0.61 -0.56 -0.52 -1.35 1.23 0.16 -0.59 -0.51 -0.50 -0.07 -0.42 0.08 -0.44 -0.05 0.18 -0.07 -0.56 0.65 -0.15 0.40 0.30 0.45 0.68 -0.51 0.68 0.26 0.53 0.70 -0.49 0.55 0.44 0.13 -0.50 0.40 0.88 0.34 -0.61 0.24 0.09 -0.20 0.12 -0.27 0.98 -0.26 -0.33 -0.87 -0.30 0.80 -0.30 -0.31 0.35 -0.23 -0.28 0.23 0.41 0.33 0.15 -0.25 0.17 -0.27 0.93 -0.29 -0.28 -0.93 -0.39 0.76 -0.29 -0.28 0.20 -0.23 -0.26 0.32 0.48 0.33 0.25 -0.22 0.08 -0.26 0.90 -0.27 -0.32 -0.77 -0.32 0.82 -0.30 -0.28 0.38 -0.25 -0.27 0.28